{"formula": "C24H24B2F4N8O8STi", "method": "wB97M-V/def2-TZVPD", "total_charge": 2, "e_tot_ev": -99743.947, "e_lumo_ev": -6.46, "homo_ev": -13.137, "homo_lumo_gap_ev": 6.68, "elements": ["Ti", "C", "C", "N", "O", "B", "F", "F", "O", "N", "C", "C", "C", "N", "O", "B", "F", "F", "O", "N", "C", "C", "C", "H", "H", "H", "H", "H", "H", "H", "H", "H", "H", "H", "H", "C", "N", "C", "C", "N", "C", "S", "C", "C", "C", "C", "C", "N", "H", "H", "H", "H", "H", "H", "H", "H", "H", "O", "C", "O", "C", "C", "C", "N", "C", "C", "C", "O", "O", "H", "H", "H"], "xyz": [[0.2928, 1.0357, 0.4518], [-1.6993, 4.9628, 0.5336], [-1.1446, 3.6203, 0.2343], [-0.3334, 2.9698, 0.9785], [0.0443, 3.4497, 2.1764], [0.8856, 2.4470, 2.9045], [0.8126, 2.5724, 4.2212], [0.2787, 1.1129, 2.4301], [2.2434, 2.3176, 2.3895], [2.1186, 2.0159, 1.0699], [2.9642, 2.5362, 0.2677], [4.1342, 3.3476, 0.6879], [2.6020, 2.3710, -1.1643], [1.4284, 1.8883, -1.3370], [0.9728, 1.8974, -2.6012], [-0.0122, 0.8525, -3.0114], [-0.4683, 1.1933, -4.2480], [0.5774, -0.4195, -2.9801], [-1.1883, 0.8404, -2.0362], [-1.0170, 1.6465, -0.9737], [-1.4834, 2.8386, -1.0006], [-2.2610, 3.3658, -2.1459], [3.4947, 2.8573, -2.2505], [-1.3589, 5.3076, 1.5046], [-2.7906, 4.9293, 0.5202], [-1.3838, 5.6742, -0.2335], [4.2947, 3.2725, 1.7568], [3.9595, 4.3958, 0.4307], [5.0276, 3.0254, 0.1528], [-1.6057, 3.4467, -3.0177], [-2.6975, 4.3364, -1.9278], [-3.0393, 2.6518, -2.4163], [4.4920, 2.4314, -2.1335], [3.5930, 3.9440, -2.1957], [3.0950, 2.5903, -3.2214], [-4.8815, -0.1168, 2.2561], [-3.8755, -1.1688, 2.3773], [-4.0938, -2.3968, 2.9740], [-2.9357, -3.0648, 2.9365], [-1.9971, -2.2396, 2.3135], [-2.5908, -1.0648, 1.9768], [-2.1347, 0.3210, 1.0833], [-0.6041, -2.5817, 2.2536], [-0.2078, -3.9005, 2.4341], [1.1505, -4.1603, 2.4745], [2.0494, -3.1127, 2.3336], [1.5349, -1.8469, 2.1252], [0.2282, -1.5867, 2.0697], [-5.8074, -0.4883, 2.6836], [-5.0327, 0.1413, 1.2101], [-4.5563, 0.7704, 2.7942], [-5.0525, -2.6798, 3.3714], [-2.6935, -4.0318, 3.3324], [-0.9158, -4.7089, 2.5431], [1.4999, -5.1732, 2.6260], [3.1175, -3.2713, 2.3795], [2.1950, -0.9951, 2.0034], [3.1384, -5.7330, -4.8220], [2.1732, -5.1964, -4.6004], [1.1100, -4.6601, -4.4247], [0.5653, -3.9493, -3.2057], [-0.7643, -4.1548, -2.9776], [-1.2514, -3.4617, -1.8744], [-0.5037, -2.6466, -1.1300], [0.7715, -2.4946, -1.4443], [1.4065, -3.1576, -2.4933], [1.6159, -1.5085, -0.6914], [2.8024, -1.6169, -0.6229], [0.9430, -0.4676, -0.1825], [-1.3909, -4.7812, -3.5963], [-2.2933, -3.5635, -1.5983], [2.4529, -2.9770, -2.7041]], "forces_ev_per_a": [[-0.423, -0.328, 0.345], [-0.041, -0.028, -0.035], [-0.091, 0.060, -0.158], [-0.099, 0.363, 0.044], [0.139, 0.014, 0.128], [-0.212, -0.162, -0.046], [0.037, 0.099, -0.031], [0.252, 0.225, 0.376], [0.025, 0.082, 0.124], [-0.038, 0.136, 0.060], [0.093, -0.052, -0.183], [0.001, -0.002, -0.024], [0.112, 0.059, 0.097], [-0.016, -0.017, 0.249], [-0.085, -0.072, -0.156], [-0.163, -0.017, 0.050], [0.101, -0.065, 0.095], [-0.025, 0.207, -0.119], [0.103, 0.000, -0.114], [-0.261, 0.380, -0.469], [-0.154, 0.150, 0.215], [0.016, 0.036, -0.030], [0.007, -0.040, 0.032], [0.006, -0.003, 0.016], [0.017, 0.004, -0.003], [-0.013, -0.013, 0.011], [0.007, -0.009, 0.028], [0.007, -0.009, -0.008], [-0.013, 0.005, -0.007], [0.003, 0.017, 0.015], [0.003, -0.015, 0.000], [-0.009, 0.004, 0.010], [-0.005, 0.015, 0.022], [0.006, -0.008, 0.000], [-0.015, -0.003, -0.026], [0.066, -0.039, -0.067], [-0.101, 0.073, 0.160], [-0.061, 0.129, -0.128], [0.075, 0.006, 0.007], [0.321, -0.227, 0.158], [-0.058, -0.048, -0.022], [0.015, 0.091, -0.342], [-0.280, 0.054, -0.072], [0.013, -0.135, -0.020], [-0.014, -0.009, -0.008], [-0.014, 0.018, -0.002], [0.057, -0.110, 0.316], [0.050, 0.025, 0.404], [-0.008, -0.004, 0.002], [-0.006, -0.044, -0.009], [0.021, 0.000, 0.028], [0.018, 0.039, 0.000], [0.040, 0.037, 0.005], [0.011, 0.039, -0.027], [-0.001, 0.012, 0.006], [-0.016, 0.010, 0.009], [0.017, -0.065, 0.032], [0.090, 0.040, -0.046], [-0.204, 0.037, 0.247], [0.019, -0.144, -0.414], [0.127, -0.036, 0.122], [-0.073, -0.014, -0.087], [0.115, 0.152, 0.166], [-0.056, -0.053, -0.083], [-0.283, -0.106, 0.087], [0.107, -0.015, -0.003], [-0.221, 0.761, -0.168], [0.260, -0.018, 0.004], [0.709, -1.453, -0.785], [0.029, 0.002, 0.020], [0.005, 0.008, 0.017], [-0.041, -0.029, -0.016]]}